1.
{"formula": "C4H8N4", "method": "wB97M-V/def2-TZVPD", "symbols": ["C", "C", "C", "C", "H", "H", "H", "H", "H", "H", "H", "H", "N", "N", "N", "N"], "positions_angstrom": [[-2.12, -0.07, 0.63], [1.73, -1.17, -0.04], [2.14, 0.11, 0.34], [1.00, 1.12, -0.13], [-1.81, -1.02, 0.85], [-1.94, 0.52, 1.58], [-3.30, -0.19, 0.37], [-1.63, -0.38, -1.43], [-0.05, -1.92, -1.21], [2.07, -2.37, 0.02], [2.85, 0.43, 1.09], [1.42, 2.91, -0.06], [-1.36, 0.56, -0.63], [-0.03, 0.19, -0.60], [0.36, -1.12, -0.50], [0.65, 2.38, -0.28]], "relative_energy_kcal_mol": 145.52, "total_energy_ev": -10231.93162, "smiles": "[H]/N=c1\\cc[nH]n1NC"}



2.
{"formula": "C2H7N3O2", "method": "wB97M-V/def2-TZVPD", "symbols": ["C", "C", "N", "N", "N", "O", "O", "H", "H", "H", "H", "H", "H", "H"], "positions_angstrom": [[-1.08, 0.08, -0.42], [1.31, 0.23, -0.33], [-1.49, -0.87, 0.63], [0.81, 1.51, -0.08], [0.20, -0.47, -1.05], [-0.67, 1.35, 0.02], [1.85, -0.53, 0.73], [-1.83, 0.26, -1.22], [2.15, 0.33, -1.31], [-2.56, -1.01, 0.65], [-1.17, -0.44, 1.57], [1.03, 2.01, 0.82], [0.45, -1.52, -1.07], [1.01, -0.93, 1.07]], "relative_energy_kcal_mol": 103.30, "total_energy_ev": -10749.59655, "smiles": "N[C@@H]1N[C@H](O)NO1"}



3.
{"formula": "C7H15IrN6OS", "method": "wB97M-V/def2-TZVPD", "symbols": ["Ir", "N", "N", "C", "N", "S", "H", "H", "H", "H", "H", "N", "C", "O", "C", "C", "H", "H", "H", "H", "H", "H", "N", "C", "C", "N", "C", "H", "H", "H", "H"], "positions_angstrom": [[0.00, -0.36, -0.14], [2.14, -0.41, -0.18], [2.86, -1.62, -0.18], [2.17, -2.74, -0.32], [2.75, -3.91, -0.41], [0.43, -2.65, -0.39], [2.41, 0.12, -1.01], [2.43, 0.14, 0.63], [3.88, -1.56, -0.11], [3.76, -4.03, -0.41], [2.19, -4.75, -0.49], [-3.78, 1.13, 0.88], [-2.81, 0.29, 0.66], [-1.65, 0.72, 0.31], [-2.89, -1.17, 0.82], [-1.91, -1.75, -0.15], [-3.63, 2.12, 0.78], [-4.70, 0.81, 1.16], [-3.88, -1.59, 0.60], [-2.66, -1.43, 1.86], [-2.15, -1.56, -1.19], [-1.72, -2.80, 0.05], [0.71, 3.67, -0.98], [1.00, 3.69, 0.36], [0.90, 2.41, 0.79], [0.56, 1.62, -0.30], [0.44, 2.42, -1.36], [0.71, 4.47, -1.60], [1.25, 4.60, 0.88], [1.02, 2.02, 1.79], [0.17, 2.12, -2.36]], "s2": 0.76, "relative_energy_kcal_mol": 42.16, "total_energy_ev": -32135.83288, "total_charge": 3, "spin_multiplicity": 2}



4.
{"formula": "C2H2N4", "method": "wB97M-V/def2-TZVPD", "symbols": ["C", "N", "N", "N", "N", "C", "H", "H"], "positions_angstrom": [[-0.55, -0.35, 0.04], [0.69, -0.68, 0.75], [1.69, -0.62, 0.02], [2.68, -0.57, -0.53], [-0.55, 0.77, -0.95], [-1.13, 0.96, 0.15], [-1.16, -1.23, -0.18], [-1.68, 1.72, 0.70]], "relative_energy_kcal_mol": 79.80, "total_energy_ev": -8062.67142}



5.
{"formula": "C30H52F24N7O17S8", "method": "wB97M-V/def2-TZVPD", "symbols": ["C", "C", "C", "O", "C", "N", "H", "H", "H", "H", "H", "H", "H", "H", "H", "H", "H", "H", "C", "C", "C", "N", "C", "C", "C", "C", "C", "C", "H", "H", "H", "H", "H", "H", "H", "H", "H", "H", "H", "H", "H", "H", "H", "H", "H", "H", "H", "H", "C", "C", "C", "N", "C", "C", "C", "C", "C", "C", "H", "H", "H", "H", "H", "H", "H", "H", "H", "H", "H", "H", "H", "H", "H", "H", "H", "H", "H", "H", "C", "F", "F", "F", "S", "O", "O", "N", "S", "O", "O", "C", "F", "F", "F", "C", "F", "F", "F", "S", "O", "O", "N", "S", "O", "O", "C", "F", "F", "F", "C", "F", "F", "F", "S", "O", "O", "N", "S", "O", "O", "C", "F", "F", "F", "C", "F", "F", "F", "S", "O", "O", "N", "S", "O", "O", "C", "F", "F", "F"], "positions_angstrom": [[0.28, 0.30, 1.98], [1.30, 1.47, 1.83], [0.78, 2.82, 1.28], [1.79, 3.86, 1.16], [1.39, 5.07, 0.52], [1.90, 1.73, 3.25], [1.42, 2.44, 3.80], [2.21, 0.91, 3.75], [2.68, 2.35, 3.09], [-0.04, -0.10, 1.01], [-0.67, 0.53, 2.46], [0.78, -0.54, 2.46], [2.15, 1.14, 1.24], [-0.05, 3.08, 1.92], [0.39, 2.47, 0.32], [0.93, 5.78, 1.21], [0.66, 4.82, -0.26], [2.29, 5.60, 0.21], [-5.51, -0.73, -5.17], [-4.25, -0.64, -4.29], [-3.23, 0.41, -4.78], [-1.80, 0.43, -4.13], [-1.94, 0.74, -2.63], [-0.64, 1.09, -2.00], [0.03, 2.27, -2.66], [0.21, 2.08, -4.21], [-1.06, 1.63, -4.84], [-0.95, -0.79, -4.42], [-6.16, -1.55, -4.87], [-5.29, -1.01, -6.19], [-6.06, 0.21, -5.14], [-3.75, -1.60, -4.21], [-4.41, -0.38, -3.24], [-3.70, 1.35, -4.51], [-3.08, 0.42, -5.86], [-2.67, 1.51, -2.40], [-2.29, -0.15, -2.10], [-0.89, 1.43, -0.99], [0.09, 0.29, -1.89], [-0.42, 3.24, -2.46], [1.04, 2.47, -2.29], [0.65, 3.02, -4.52], [1.00, 1.38, -4.46], [-1.76, 2.46, -4.75], [-0.97, 1.39, -5.90], [0.12, -0.65, -4.26], [-1.24, -1.07, -5.43], [-1.27, -1.58, -3.75], [1.26, -2.45, 0.27], [2.50, -3.30, 0.68], [2.31, -4.75, 0.20], [3.57, -5.53, -0.26], [4.11, -4.84, -1.51], [5.12, -5.74, -2.18], [4.59, -7.08, -2.60], [4.05, -7.88, -1.37], [3.11, -6.97, -0.55], [4.64, -5.52, 0.87], [0.43, -2.60, 0.96], [0.88, -2.52, -0.75], [1.51, -1.39, 0.37], [2.69, -3.37, 1.75], [3.39, -2.83, 0.26], [1.65, -4.79, -0.67], [1.82, -5.27, 1.02], [3.33, -4.63, -2.23], [4.70, -3.95, -1.26], [5.44, -5.10, -3.01], [6.03, -5.79, -1.60], [3.83, -6.97, -3.38], [5.34, -7.69, -3.11], [3.67, -8.88, -1.59], [4.89, -8.08, -0.70], [2.20, -6.93, -1.14], [2.83, -7.46, 0.39], [5.53, -5.93, 0.39], [4.29, -6.07, 1.74], [4.74, -4.48, 1.17], [4.81, 0.16, 2.12], [4.67, 1.48, 2.32], [3.94, -0.36, 1.27], [5.98, -0.03, 1.56], [4.86, -0.76, 3.86], [5.09, -2.15, 3.56], [5.92, -0.07, 4.64], [3.25, -0.31, 4.40], [2.71, -1.66, 4.97], [2.32, -2.63, 3.93], [3.47, -2.22, 6.10], [1.02, -1.17, 5.83], [0.09, -0.91, 4.89], [0.60, -2.22, 6.53], [1.15, -0.11, 6.62], [-1.34, 2.97, 5.44], [-2.59, 3.36, 5.88], [-0.73, 2.23, 6.38], [-1.40, 2.28, 4.25], [-0.41, 4.61, 5.03], [-1.07, 5.04, 3.80], [-0.76, 5.46, 6.14], [1.24, 4.03, 4.85], [2.01, 5.39, 4.82], [1.43, 6.36, 3.92], [2.26, 5.95, 6.12], [3.76, 4.87, 4.07], [4.41, 5.95, 3.84], [4.41, 4.15, 4.99], [3.63, 4.22, 2.93], [-1.65, 6.16, -2.47], [-1.05, 5.52, -3.45], [-0.73, 6.39, -1.52], [-2.11, 7.26, -2.97], [-3.15, 5.29, -1.72], [-2.59, 4.01, -1.19], [-3.75, 6.17, -0.71], [-4.14, 5.14, -3.10], [-5.34, 4.26, -2.50], [-4.98, 2.87, -2.18], [-6.23, 4.91, -1.51], [-6.48, 3.98, -4.08], [-6.39, 4.99, -4.86], [-6.12, 2.88, -4.73], [-7.71, 3.87, -3.53], [-3.26, -1.29, 3.12], [-3.95, -2.33, 3.63], [-3.85, -0.16, 3.47], [-2.03, -1.40, 3.56], [-3.20, -1.50, 1.24], [-2.81, -0.21, 0.72], [-2.23, -2.55, 0.92], [-4.90, -1.84, 0.90], [-4.79, -2.77, -0.37], [-3.73, -2.40, -1.35], [-4.97, -4.16, 0.00], [-6.48, -2.43, -1.21], [-7.45, -2.63, -0.36], [-6.48, -1.19, -1.73], [-6.63, -3.35, -2.19]], "s2": 0.76, "total_energy_ev": -229078.30508, "spin_multiplicity": 2}



6.
{"formula": "C4H12N2O", "method": "wB97M-V/def2-TZVPD", "symbols": ["C", "O", "C", "C", "C", "N", "N", "H", "H", "H", "H", "H", "H", "H", "H", "H", "H", "H", "H"], "positions_angstrom": [[-0.23, 2.02, 0.16], [0.66, 3.00, -0.39], [0.22, 0.58, -0.05], [-1.04, -0.31, -0.04], [-0.72, -1.78, 0.07], [-0.07, -2.22, -1.19], [1.34, 0.32, 0.85], [-0.28, 2.14, 1.24], [-1.18, 2.18, -0.36], [1.21, 3.35, 0.33], [0.60, 0.49, -1.10], [-1.57, 0.05, 0.87], [-1.56, 0.00, -0.95], [-0.23, -2.07, 1.00], [-1.64, -2.37, 0.23], [-0.03, -3.24, -1.17], [0.92, -2.03, -1.00], [2.20, 0.56, 0.39], [1.40, -0.66, 1.12]], "relative_energy_kcal_mol": 37.16, "total_energy_ev": -9369.58246, "smiles": "NCC[C@H](N)CO"}



- Number 6 is which compound?
  C4H12N2O



- What is the formula in the first record?
  C4H8N4